{
  "formula": "Cl2HNOS",
  "method": "wB97M-V/def2-TZVPD",
  "symbols": ["N", "O", "S", "Cl", "Cl", "H"],
  "xyz": [[1.614538, 0.584961, 1.456617], [-1.850243, 0.352389, -1.438769], [-0.542408, -0.304052, -1.298402], [-0.878693, -2.384031, -0.936844], [0.025933, 0.248277, 1.197948], [1.630874, 1.502456, 1.019449]],
  "atomic_forces_ev_per_a": [[-0.25, -0.05, -0.13], [0.84, -0.32, 0.11], [-1.34, -1.03, -1.07], [0.20, 0.99, -0.20], [-0.10, -0.09, 1.20], [0.65, 0.50, 0.09]],
  "nbo_charge": [-0.526, -0.788, 1.024, -0.264, 0.245, 0.310],
  "max_force_ha_per_bohr": 0.03889,
  "homo_ev": [-10.32, -9.08],
  "lumo_ev": [-1.5, -1.6],
  "e_above_lowest_ev": 2.075,
  "energy_ha": -1449.0244
}


{
  "formula": "Cl2HOP",
  "method": "wB97M-V/def2-TZVPD",
  "symbols": ["O", "P", "Cl", "Cl", "H"],
  "xyz": [[-0.523679, 0.365169, 0.145488], [-1.769034, -0.101196, -0.715844], [-3.326295, 1.030656, 0.223188], [-2.226748, -1.827723, 0.152155], [0.257032, 0.945167, -0.207034]],
  "atomic_forces_ev_per_a": [[2.91, 1.48, 0.34], [-0.98, 1.46, -1.06], [0.60, -0.22, -0.37], [0.06, -1.03, 0.57], [-2.58, -1.69, 0.53]],
  "nbo_charge": [-1.034, 1.124, -0.365, -0.271, 0.545],
  "max_force_ha_per_bohr": 0.06379,
  "homo_ev": -9.89,
  "lumo_ev": 0.4,
  "e_above_lowest_ev": 0.064,
  "energy_ha": -1337.6397,
  "smiles": "OP(Cl)Cl"
}


{
  "formula": "Cl2Hg2O12S",
  "method": "wB97M-V/def2-TZVPD",
  "symbols": ["Hg", "Hg", "S", "O", "O", "O", "O", "Cl", "O", "O", "O", "O", "Cl", "O", "O", "O", "O"],
  "xyz": [[-7.741874, 0.730145, -2.511748], [3.190946, -3.813715, -1.758458], [7.279796, 0.424495, -0.205818], [6.756556, 1.755405, -0.137138], [8.247106, 0.310385, -1.257948], [7.757546, 0.241035, 1.142502], [6.179526, -0.434105, -0.515428], [-1.052094, 1.780915, -2.966578], [-0.064034, 0.854585, -2.508058], [-0.871524, 3.116095, -2.440008], [-0.955404, 1.916005, -4.390198], [-2.290954, 1.080535, -2.596628], [-5.188374, -1.566415, 4.011162], [-6.376214, -1.162325, 4.715802], [-5.648694, -1.440625, 2.658032], [-3.937814, -0.855235, 4.344682], [-5.284504, -2.937185, 4.415822]],
  "atomic_forces_ev_per_a": [[0.07, -0.01, 0.03], [-0.01, 0.03, 0.00], [0.97, -0.80, -0.73], [-1.39, 2.65, 0.41], [1.17, -0.49, -0.18], [1.03, -0.19, 0.98], [-1.78, -1.18, -0.49], [0.10, 1.23, -0.93], [0.87, -0.20, 0.70], [-0.66, -1.61, 0.64], [-0.58, -0.58, -0.23], [0.20, 1.11, -0.13], [0.44, 0.99, -0.20], [-0.78, 2.21, 1.80], [1.52, 0.30, -0.89], [-3.11, -1.93, -0.86], [1.95, -1.54, 0.07]],
  "nbo_charge": [0.226, 0.120, 2.506, -0.552, -0.700, -0.614, -0.640, 2.482, -0.662, -0.724, -0.714, -0.624, 2.459, -0.587, -0.667, -0.692, -0.618],
  "max_force_ha_per_bohr": 0.07308,
  "homo_ev": -9.67,
  "lumo_ev": -8.1,
  "e_above_lowest_ev": 2.404,
  "energy_ha": -2527.1779
}


{
  "formula": "Cl2N3O17Tl2",
  "method": "wB97M-V/def2-TZVPD",
  "symbols": ["Tl", "Tl", "N", "O", "O", "O", "N", "O", "O", "O", "N", "O", "O", "O", "Cl", "O", "O", "O", "O", "Cl", "O", "O", "O", "O"],
  "xyz": [[-2.838215, 1.545609, -0.223521], [3.367566, 0.317707, 2.201148], [0.845622, -0.110939, -1.044334], [-0.297562, 0.311646, -0.990737], [1.193563, -0.716680, -2.059422], [1.584261, 0.116644, -0.109249], [-1.711343, 1.233934, -4.315142], [-1.838717, 1.443777, -3.085936], [-2.358118, 1.788719, -5.173460], [-1.040700, 0.254216, -4.636013], [1.625238, -3.258572, 0.846652], [2.377176, -3.937067, 0.197327], [1.990327, -2.211951, 1.378802], [0.479703, -3.585550, 1.246634], [-1.818321, -1.710237, 1.664607], [-1.232072, -2.659749, 2.571615], [-2.082569, -2.180633, 0.361070], [-3.165991, -1.511571, 2.197099], [-1.085353, -0.484304, 1.664433], [1.167333, 3.070970, 1.465564], [1.586229, 4.310123, 0.899957], [2.312934, 2.182201, 1.185860], [0.997073, 3.188560, 2.874365], [-0.058065, 2.603145, 0.882682]],
  "atomic_forces_ev_per_a": [[0.44, 0.08, 0.21], [0.15, 0.05, 0.20], [1.16, -0.19, -0.40], [-1.72, 0.64, -0.39], [-0.20, 0.20, 0.33], [0.32, -0.59, -0.33], [-1.40, -1.46, -0.51], [0.47, 0.38, -0.43], [0.45, 0.68, 0.88], [0.85, 0.15, 0.50], [2.28, -0.06, 1.17], [-1.72, 0.18, 0.02], [-0.40, 0.51, -0.11], [-0.88, -0.73, -0.68], [-3.40, 2.69, -0.53], [1.31, -1.34, 0.28], [1.33, -0.96, -1.02], [1.15, -0.03, 0.85], [0.24, -0.48, 0.07], [0.80, 2.50, 0.77], [-0.69, 0.01, -0.28], [-0.37, -0.90, -0.15], [0.03, -0.59, 0.21], [-0.17, -0.75, -0.69]],
  "nbo_charge": [0.971, 0.962, 0.714, -0.280, -0.238, -0.311, 0.701, -0.307, -0.203, -0.172, 0.695, -0.186, -0.272, -0.106, 2.498, -0.515, -0.716, -0.626, -0.772, 2.564, -0.776, -0.953, -0.810, -0.862],
  "max_force_ha_per_bohr": 0.08488,
  "charge": 1,
  "homo_ev": -13.10,
  "lumo_ev": -10.4,
  "e_above_lowest_ev": 0.000,
  "energy_ha": -2707.0461
}


{
  "formula": "Cl2NO3S",
  "method": "wB97M-V/def2-TZVPD",
  "symbols": ["N", "O", "O", "O", "S", "Cl", "Cl"],
  "xyz": [[1.887492, 1.855204, 0.459116], [-1.848653, -1.080719, 0.678806], [-0.282959, -1.963754, -1.084842], [-1.694056, -0.008031, -1.527561], [-1.120675, -0.884090, -0.560527], [1.124364, 0.327272, -0.101257], [1.934487, 1.754118, 2.136266]],
  "atomic_forces_ev_per_a": [[-0.77, -0.44, -1.37], [1.00, 0.19, -0.84], [-1.00, 1.12, 1.01], [-0.20, 0.47, -0.15], [0.62, -1.31, -0.01], [0.17, -0.16, -0.16], [0.17, 0.13, 1.53]],
  "nbo_charge": [-0.682, -0.885, -0.892, -0.896, 2.358, 0.001, -0.004],
  "max_force_ha_per_bohr": 0.03511,
  "charge": -1,
  "homo_ev": [-3.63, -3.63],
  "lumo_ev": [2.7, 2.7],
  "e_above_lowest_ev": 0.095,
  "energy_ha": -1598.9918
}


{
  "formula": "Cl2O2S",
  "method": "wB97M-V/def2-TZVPD",
  "symbols": ["O", "O", "S", "Cl", "Cl"],
  "xyz": [[-1.988593, -0.516514, 0.152606], [0.470925, -0.747844, 0.336198], [-0.767082, -0.228047, -0.536386], [2.057507, -0.556813, -0.056556], [0.227241, 2.049220, 0.104136]],
  "atomic_forces_ev_per_a": [[1.23, 0.07, 0.04], [-1.13, -1.59, 1.22], [0.82, 2.63, -0.01], [0.37, 0.19, -0.55], [-1.29, -1.30, -0.71]],
  "nbo_charge": [-0.772, -0.741, 1.648, 0.360, -0.495],
  "max_force_ha_per_bohr": 0.05356,
  "homo_ev": [-10.56, -10.56],
  "lumo_ev": [-2.1, -2.1],
  "e_above_lowest_ev": 2.099,
  "energy_ha": -1468.9303
}


{
  "formula": "Cl2O2S",
  "method": "wB97M-V/def2-TZVPD",
  "symbols": ["O", "O", "S", "Cl", "Cl"],
  "xyz": [[-0.491607, 0.446775, 1.651786], [-0.339248, 0.382415, -0.955094], [0.279504, 0.891801, 0.440082], [-1.288291, -1.101247, -1.432692], [1.839642, -0.619744, 0.295918]],
  "atomic_forces_ev_per_a": [[1.84, 1.63, -3.32], [-1.68, -0.23, -1.13], [-1.37, -4.04, 2.74], [1.44, 1.77, 1.28], [-0.22, 0.88, 0.42]],
  "nbo_charge": [-0.818, -0.732, 1.577, 0.278, -0.305],
  "max_force_ha_per_bohr": 0.09864,
  "homo_ev": -11.25,
  "lumo_ev": -2.5,
  "e_above_lowest_ev": 1.623,
  "energy_ha": -1468.9478
}


{
  "formula": "Cl3FSi",
  "method": "wB97M-V/def2-TZVPD",
  "symbols": ["F", "Si", "Cl", "Cl", "Cl"],
  "xyz": [[-0.278115, -1.270445, -0.694439], [-0.254846, 0.110198, 0.108005], [-0.832066, 1.557973, -1.063110], [2.702287, 0.545819, 0.201700], [-0.831102, -0.189448, 1.949222]],
  "atomic_forces_ev_per_a": [[-0.04, 0.94, 0.58], [3.59, -1.45, -1.03], [-0.35, 0.66, -0.11], [-2.95, -0.38, -0.01], [-0.25, 0.23, 0.56]],
  "nbo_charge": [-0.630, 1.784, -0.279, -0.596, -0.279],
  "max_force_ha_per_bohr": 0.07791,
  "homo_ev": -9.93,
  "lumo_ev": -1.6,
  "e_above_lowest_ev": 2.720,
  "energy_ha": -1770.0589
}